Entry from the Open Molecules 2025 dataset: a structure of composition C26H34BrCrINOS4 (wB97M-V/def2-TZVPD).

Calculated values
LUMO level (alpha / beta)	-0.2436 / -0.2298	hartree
spin multiplicity	4
total charge	+2
Kohn-Sham gap (alpha / beta)	6.293 / 6.668	eV
HOMO level (alpha / beta)	-12.922 / -12.922	eV

Element x y z (Å)
Cr 0.57 0.97 0.30
C 2.38 3.32 1.92
C 3.39 2.20 1.73
S 3.03 0.96 0.44
C 3.59 1.71 -1.13
C 2.60 2.56 -1.96
S 1.07 2.88 -1.05
C -0.29 2.84 -2.24
C -1.57 2.99 -1.43
S -1.68 1.91 0.06
C -1.76 3.13 1.42
C -0.45 3.83 1.78
S 0.77 2.58 2.29
H 2.29 3.96 1.03
H 2.69 3.94 2.76
H 3.48 1.60 2.64
H 4.38 2.60 1.51
H 3.90 0.85 -1.72
H 4.48 2.28 -0.88
H 2.34 2.04 -2.88
H 3.03 3.52 -2.21
H -0.26 1.91 -2.79
H -0.19 3.68 -2.93
H -2.43 2.73 -2.05
H -1.71 4.01 -1.08
H -2.16 2.57 2.26
H -2.52 3.87 1.14
H -0.63 4.51 2.61
H -0.05 4.40 0.94
C -0.12 -1.15 3.89
C 0.48 -2.35 3.15
C 0.89 -1.77 1.79
O 0.16 -0.50 1.67
C -0.80 -0.41 2.77
H 0.66 -0.53 4.35
H -0.82 -1.45 4.67
H -0.27 -3.12 3.01
H 1.33 -2.78 3.67
H 0.59 -2.41 0.96
H 1.95 -1.54 1.73
H -1.72 -0.91 2.45
H -0.99 0.64 2.96
Br -3.68 -5.14 -1.85
C -4.77 -4.40 -0.51
C -6.00 -5.02 -0.26
C -6.84 -4.52 0.72
C -6.47 -3.40 1.45
C -5.25 -2.78 1.21
C -4.41 -3.29 0.23
I -2.59 -2.31 -0.10
H -6.28 -5.89 -0.83
H -7.79 -5.00 0.90
H -7.13 -3.01 2.22
H -4.96 -1.91 1.77
C 0.29 -0.37 -1.28
C 1.47 -0.70 -2.13
C 1.59 -0.26 -3.45
C 2.71 -0.55 -4.20
C 3.75 -1.30 -3.66
C 3.62 -1.81 -2.36
C 2.50 -1.51 -1.62
C 4.93 -1.57 -4.43
N 5.88 -1.76 -5.04
H 0.00 -1.25 -0.71
H -0.57 -0.06 -1.87
H 0.78 0.29 -3.91
H 2.79 -0.20 -5.23
H 4.40 -2.44 -1.96
H 2.40 -1.92 -0.62

---

Entry from the Open Molecules 2025 dataset: a cluster of 11 separate species, C5H29NO10 in total (wB97M-V/def2-TZVPD).

Calculated values
LUMO level	-0.0037	hartree
spin multiplicity	1
total charge	0
structure (SMILES)	C=C(N)/C=C/C.O.O.O.O.O.O.O.O.O.O
Kohn-Sham gap	8.505	eV
HOMO level	-8.606	eV

Element x y z (Å)
C -0.94 -2.20 2.01
C -1.17 -1.90 0.72
N -1.22 -2.94 -0.23
C -1.26 -0.45 0.34
C -2.17 -0.08 -0.56
C -2.60 1.34 -0.78
H -0.73 -3.23 2.26
H -0.70 -1.43 2.72
H -0.76 -2.76 -1.11
H -2.09 -3.41 -0.43
H -0.78 0.16 1.09
H -2.58 -0.79 -1.27
H -2.71 1.49 -1.87
H -1.88 2.13 -0.66
H -3.58 1.51 -0.33
O -0.43 -4.11 -2.67
H -0.17 -4.50 -1.82
H 0.43 -3.85 -3.03
O 2.12 -1.22 0.06
H 2.16 -0.86 -0.84
H 2.09 -2.18 0.07
O -3.20 0.48 2.95
H -3.81 -0.03 2.39
H -2.61 -0.27 3.10
O 1.28 4.11 1.68
H 2.13 4.33 2.09
H 1.57 3.96 0.77
O -0.89 1.48 3.87
H -1.81 1.46 4.18
H -0.97 2.10 3.14
O 2.23 -2.69 -3.05
H 2.19 -2.65 -2.09
H 3.01 -2.16 -3.25
O 2.28 2.86 -0.94
H 2.04 1.99 -1.31
H 2.41 3.47 -1.67
O 2.10 0.00 -3.00
H 1.42 -0.27 -3.62
H 2.41 0.86 -3.30
O 0.26 1.80 -1.82
H 0.01 0.88 -1.73
H 0.09 2.24 -0.98
O 2.62 2.01 3.06
H 2.50 1.29 2.43
H 1.71 2.02 3.40

---

Calculated E_tot (eV), listed in the same order as above: -180943.201, -27618.958
Calculated energy above the lowest of the compared OMol25 structures with the same formula, charge and spin (kJ/mol), listed in the same order as above: 23.0, 451.6